C3H10NO2 as an isolated structure in a non-equilibrium geometry. Source: the Open Molecules 2025 dataset; level of theory: the ωB97M-V functional and the def2-TZVPD basis.

XYZ file:
```
16
Properties=species:S:1:pos:R:3:mulliken_charge:R:1
H 1.983 -1.490 -0.842 0.395
H 0.186 -0.306 -0.746 0.430
H -0.977 -1.496 1.225 0.657
O 2.375 -0.586 -1.049 -0.686
H 0.997 -3.436 -0.597 0.236
H -1.333 3.024 -0.005 0.316
H 0.881 0.151 0.775 0.426
C -0.082 0.028 0.267 -0.307
H 3.218 -0.691 -1.488 0.312
H -2.413 1.742 1.887 0.313
C -2.259 0.906 1.206 -0.491
H -0.729 -0.906 0.746 -0.493
N -0.680 2.245 -0.147 -0.384
O 0.946 -2.486 -0.408 -0.705
H -2.853 0.017 1.064 0.430
C -1.120 1.162 0.356 0.551
```

Properties
LUMO level ... -0.3490 hartree
Gap between HOMO and LUMO ... 3.137 eV
Charge ... +1

A 3-piece molecular cluster, C3H10NO2 overall in a non-equilibrium geometry. Source: the Open Molecules 2025 dataset; level of theory: the ωB97M-V functional and the def2-TZVPD basis.

XYZ file:
```
16
Properties=species:S:1:pos:R:3:mulliken_charge:R:1
H -2.407 1.355 0.775 0.339
C 0.037 0.157 -1.152 0.338
C 0.356 0.917 -2.178 -0.484
H -1.189 2.130 0.598 0.328
H 1.232 1.536 -2.311 0.328
H 2.226 -0.233 1.568 0.295
O -0.673 -2.337 1.634 -0.639
H 0.180 -0.812 0.761 0.225
H -0.292 0.847 -3.198 0.313
N 0.710 -0.235 0.219 0.199
O -1.472 1.264 0.654 -0.451
H 2.153 1.123 0.223 0.307
H -0.246 -3.086 1.468 0.305
H -0.835 -0.577 -1.270 0.325
C 1.804 0.243 0.619 -0.034
H -1.582 -2.293 1.591 0.307
```

Properties
LUMO level (spin up / spin down) ... -0.3857 / -0.5298 hartree
<S²> ... 0.76
Gap between HOMO and LUMO (spin up / spin down) ... 9.045 / 5.123 eV
Charge ... +2
Spin multiplicity ... 2

ΔE to the lowest compared entry with this formula, charge and spin (kcal/mol)
299.6 77.9